(1)
Computed, not measured: a molecular structure, C32H45N2O2PtS3Si, with the ωB97M-V functional and the def2-TZVPD basis.

Computed properties:
Charge   +1
Kohn-Sham gap   0.2477 Ha
Relative energy (zero: lowest compared OMol25 entry of this formula, charge and spin)   0.0 kcal per mole
LUMO level   -0.15007 Ha
E   -3109.56668 Ha
M   809.09 g/mol

Element x y z (Å)
Pt  -0.15  0.03  -0.27
C  -1.59  -1.34  -1.09
C  -2.24  -0.03  -1.09
C  -1.44  0.81  -1.95
C  -0.34  -0.02  -2.43
C  -0.54  -1.39  -2.05
C  0.08  -2.60  -2.67
C  0.25  -3.75  -1.67
C  1.40  -2.29  -3.39
C  -0.98  -3.01  -3.73
C  -1.63  2.23  -2.48
C  -1.53  3.30  -1.39
C  -2.96  2.33  -3.24
C  -0.52  2.55  -3.51
C  -3.61  0.14  -0.42
C  -3.75  -0.83  0.76
C  -4.65  -0.28  -1.48
C  -3.91  1.54  0.12
H  -1.94  -2.18  -0.52
H  0.44  0.32  -3.08
H  0.94  -3.49  -0.87
H  0.64  -4.62  -2.19
H  -0.70  -4.02  -1.21
H  2.15  -1.91  -2.71
H  1.25  -1.57  -4.20
H  1.78  -3.21  -3.84
H  -1.94  -3.25  -3.26
H  -0.62  -3.90  -4.25
H  -1.13  -2.22  -4.46
H  -2.15  3.10  -0.52
H  -1.82  4.26  -1.81
H  -0.50  3.38  -1.06
H  -3.83  2.28  -2.58
H  -3.05  1.54  -3.99
H  -3.00  3.29  -3.75
H  0.47  2.52  -3.05
H  -0.68  3.56  -3.89
H  -0.55  1.87  -4.36
H  -3.73  -1.88  0.47
H  -4.71  -0.65  1.24
H  -2.97  -0.66  1.51
H  -4.46  -1.30  -1.83
H  -4.66  0.38  -2.34
H  -5.64  -0.26  -1.03
H  -3.17  1.84  0.86
H  -4.88  1.50  0.61
H  -3.97  2.30  -0.65
C  4.69  -1.40  2.38
Si  5.16  -0.28  0.96
C  6.67  0.73  1.39
C  5.45  -1.24  -0.61
C  3.73  0.94  0.69
C  3.85  2.30  0.93
C  2.76  3.17  0.83
C  1.53  2.66  0.48
N  1.41  1.36  0.17
C  2.45  0.52  0.29
S  1.89  -1.10  -0.03
H  5.55  -2.00  2.68
H  3.88  -2.09  2.11
H  4.36  -0.82  3.24
H  7.51  0.06  1.56
H  6.53  1.31  2.31
H  6.95  1.42  0.59
H  6.35  -1.85  -0.51
H  5.58  -0.57  -1.46
H  4.62  -1.92  -0.84
H  4.80  2.70  1.23
H  2.85  4.22  1.07
H  0.63  3.26  0.47
O  -1.37  2.11  2.15
S  -0.44  1.18  2.76
O  0.87  1.66  3.07
N  -0.36  -0.18  1.79
C  -0.64  -1.33  2.45
S  -0.54  -2.86  1.84
C  -1.07  -1.04  3.85
C  -1.46  -1.94  4.82
C  -1.87  -1.46  6.05
C  -1.88  -0.09  6.32
C  -1.48  0.83  5.35
C  -1.09  0.32  4.13
H  -1.44  -3.00  4.60
H  -2.18  -2.15  6.82
H  -2.21  0.26  7.29
H  -1.47  1.89  5.55

Here are the Mulliken charges for atoms 1 to 2, given in e:
1. Pt 0.925
2. C -0.620


(2)
Computed, not measured: C22H32N4O4 in the gas phase, with the ωB97M-V functional and the def2-TZVPD basis.

Computed properties:
Charge   0
SMILES   CCCN1CCC(NC(=O)CCc2nnc(Cc3cc(OC)ccc3OC)o2)CC1
Kohn-Sham gap   0.3262 Ha
Relative energy (zero: lowest compared OMol25 entry of this formula, charge and spin)   57.4 kcal per mole
LUMO level   0.02029 Ha
E   -1377.50024 Ha
M   416.52 g/mol

Element x y z (Å)
C  3.45  3.96  0.60
H  3.18  4.75  1.29
C  4.59  3.12  1.16
H  5.48  3.74  1.29
C  4.94  1.96  0.22
N  3.80  1.09  -0.02
C  3.55  0.19  1.09
C  2.23  -0.55  0.88
C  2.29  -1.35  -0.42
N  1.05  -2.06  -0.66
C  0.95  -3.40  -0.53
O  1.91  -4.12  -0.36
C  -0.47  -3.94  -0.60
H  -0.44  -4.94  -1.03
H  -1.11  -3.30  -1.21
C  -1.03  -4.03  0.83
C  -1.10  -2.69  1.45
N  -0.76  -2.33  2.64
N  -0.96  -1.00  2.73
C  -1.41  -0.60  1.59
O  -1.53  -1.63  0.72
C  -1.74  0.78  1.15
C  -2.91  0.75  0.20
C  -4.19  1.01  0.67
C  -5.28  0.95  -0.19
C  -5.07  0.62  -1.52
C  -3.80  0.36  -1.99
C  -2.70  0.41  -1.14
O  -1.41  0.14  -1.52
C  -1.16  -0.10  -2.88
H  -1.48  0.74  -3.50
H  -1.67  -1.01  -3.23
H  -0.09  -0.23  -2.97
H  -3.68  0.10  -3.03
H  -5.92  0.58  -2.18
O  -6.57  1.19  0.18
C  -6.84  1.51  1.52
H  -7.92  1.65  1.58
H  -6.54  0.71  2.20
H  -6.35  2.44  1.82
H  -4.31  1.26  1.71
H  -0.87  1.20  0.64
H  -1.95  1.38  2.04
H  -2.04  -4.46  0.80
H  -0.40  -4.66  1.45
H  0.22  -1.50  -0.77
C  2.62  -0.39  -1.56
C  3.93  0.34  -1.25
H  4.15  1.04  -2.06
H  4.75  -0.40  -1.20
H  2.71  -0.93  -2.50
H  1.82  0.35  -1.64
H  3.07  -2.12  -0.35
H  2.04  -1.22  1.73
H  1.42  0.17  0.82
H  3.49  0.77  2.01
H  4.37  -0.55  1.21
H  5.80  1.40  0.63
H  5.25  2.38  -0.74
H  4.31  2.74  2.14
H  2.59  3.33  0.42
H  3.74  4.41  -0.35

Here are the Mulliken charges for atoms 1 to 2, given in e:
1. C -0.974
2. H 0.372


(3)
Computed, not measured: 7 unconnected molecules or ions with the total composition C53H117N7O7, with the ωB97M-V functional and the def2-TZVPD basis.

Computed properties:
Charge   0
SMILES   CC1(C)CCCC(C)(C)N1O.CC1(C)CCCC(C)(C)N1O.CC1(C)CCCC(C)(C)N1O.CC1(C)CCCC(C)(C)N1O.CC1(C)CCCC(C)(C)N1O.COC[C@H](C)N.COC[C@H](C)N
Kohn-Sham gap   0.3153 Ha
Relative energy (zero: lowest compared OMol25 entry of this formula, charge and spin)   0.0 kcal per mole
LUMO level   0.01846 Ha
E   -2999.32683 Ha
M   964.56 g/mol

Element x y z (Å)
C  1.22  -2.10  -1.26
C  1.85  -1.05  -0.36
C  1.02  0.21  -0.16
O  0.73  0.79  -1.42
C  -0.17  1.87  -1.29
N  2.19  -1.63  0.95
H  0.78  -1.60  -2.12
H  0.43  -2.65  -0.73
H  1.87  -2.90  -1.62
H  2.80  -0.70  -0.78
H  1.53  0.85  0.57
H  0.07  -0.09  0.31
H  -1.20  1.49  -1.26
H  -0.04  2.61  -2.09
H  -0.09  2.41  -0.34
H  2.71  -2.49  0.84
H  1.30  -1.87  1.40
C  -2.58  -1.51  1.11
C  -2.92  -2.86  1.75
C  -2.02  -3.17  2.92
O  -0.65  -2.97  2.62
C  0.22  -3.37  3.65
N  -4.33  -2.95  2.15
H  -3.37  -1.16  0.44
H  -1.60  -1.49  0.65
H  -2.60  -0.70  1.85
H  -2.82  -3.62  0.96
H  -2.13  -4.23  3.22
H  -2.26  -2.59  3.83
H  1.24  -3.29  3.28
H  0.05  -4.42  3.95
H  0.08  -2.75  4.54
H  -4.46  -2.47  3.04
H  -4.86  -2.39  1.49
C  3.69  1.72  1.94
C  2.86  2.05  3.20
C  2.23  3.41  2.92
C  1.11  3.76  3.92
C  0.03  2.68  3.87
C  0.58  1.28  4.10
N  1.76  1.07  3.27
O  2.25  -0.24  3.53
C  0.81  1.01  5.59
C  -0.54  0.32  3.62
C  3.74  2.14  4.44
H  4.73  2.05  2.04
H  3.31  2.23  1.06
H  3.78  0.65  1.75
H  2.95  4.22  3.11
H  1.91  3.62  1.90
H  0.70  4.74  3.65
H  1.52  3.88  4.93
H  -0.65  2.89  3.05
H  -0.56  2.88  4.77
H  -0.12  0.73  6.10
H  1.47  0.17  5.80
H  1.25  1.87  6.10
H  -0.24  -0.70  3.85
H  -1.50  0.49  4.10
H  -0.61  0.41  2.54
H  4.50  2.92  4.49
H  4.29  1.21  4.59
H  3.13  2.28  5.34
H  2.28  -0.65  2.64
C  0.76  5.34  -6.32
C  0.70  4.60  -4.95
C  0.87  5.67  -3.85
C  -0.37  6.51  -3.62
C  -1.63  5.64  -3.45
C  -1.80  4.50  -4.47
N  -0.50  3.88  -4.67
O  -0.63  2.74  -5.53
C  -2.76  3.47  -3.88
C  -2.42  5.08  -5.76
C  1.96  3.74  -4.90
H  0.32  4.72  -7.11
H  1.78  5.53  -6.63
H  0.20  6.28  -6.35
H  1.20  5.13  -2.95
H  1.75  6.26  -4.11
H  -0.58  7.17  -4.46
H  -0.26  7.12  -2.72
H  -2.50  6.30  -3.43
H  -1.68  5.21  -2.44
H  -2.96  2.70  -4.64
H  -2.41  3.08  -2.94
H  -3.78  3.85  -3.79
H  -2.46  4.44  -6.64
H  -3.45  5.35  -5.51
H  -1.90  5.98  -6.09
H  1.97  3.19  -3.96
H  2.90  4.24  -5.10
H  1.91  2.94  -5.66
H  -0.56  2.02  -4.88
C  6.17  -5.11  1.29
C  4.71  -5.51  1.03
C  4.69  -6.82  0.21
C  5.07  -8.04  1.05
C  4.25  -8.08  2.35
C  4.22  -6.79  3.16
N  3.91  -5.69  2.23
O  3.82  -4.45  2.92
C  3.06  -6.89  4.17
C  5.49  -6.62  4.00
C  4.07  -4.40  0.17
H  6.76  -6.00  1.56
H  6.29  -4.45  2.15
H  6.72  -4.81  0.39
H  3.66  -6.94  -0.13
H  5.43  -6.74  -0.58
H  6.14  -8.08  1.29
H  4.89  -8.94  0.46
H  4.74  -8.87  2.94
H  3.24  -8.34  2.03
H  3.14  -7.80  4.76
H  2.92  -5.97  4.74
H  2.10  -6.97  3.64
H  5.44  -7.34  4.82
H  6.42  -6.83  3.46
H  5.56  -5.61  4.40
H  4.42  -3.46  0.61
H  2.98  -4.36  0.32
H  4.28  -4.46  -0.89
H  2.87  -4.32  2.97
C  2.27  -0.33  -4.70
C  1.04  -1.01  -5.30
C  1.43  -2.46  -5.50
C  0.25  -3.35  -5.87
C  -0.91  -3.11  -4.93
C  -1.35  -1.67  -4.59
N  -0.07  -0.95  -4.36
O  -0.36  0.40  -3.99
C  -2.20  -1.09  -5.74
C  -2.15  -1.72  -3.30
C  0.74  -0.39  -6.68
H  2.39  -0.60  -3.65
H  2.26  0.76  -4.83
H  3.20  -0.63  -5.20
H  2.24  -2.57  -6.23
H  1.82  -2.88  -4.57
H  0.55  -4.40  -5.88
H  -0.12  -3.22  -6.90
H  -0.64  -3.63  -4.00
H  -1.77  -3.62  -5.38
H  -1.90  -0.07  -5.96
H  -2.06  -1.65  -6.67
H  -3.27  -1.21  -5.56
H  -1.53  -2.01  -2.45
H  -2.62  -0.75  -3.13
H  -2.95  -2.45  -3.39
H  1.60  -0.45  -7.34
H  0.55  0.67  -6.50
H  -0.13  -0.86  -7.14
H  -0.11  0.40  -3.04
C  -5.54  4.20  0.63
C  -4.85  3.36  1.72
C  -3.85  4.30  2.38
C  -3.33  3.80  3.72
C  -4.50  3.42  4.62
C  -5.53  2.44  4.00
N  -5.88  2.95  2.67
O  -6.91  2.19  2.06
C  -4.90  1.04  3.99
C  -6.73  2.45  4.93
C  -4.09  2.18  1.08
H  -4.79  4.62  -0.05
H  -6.10  5.03  1.06
H  -6.30  3.65  0.07
H  -3.08  4.68  1.71
H  -4.28  5.29  2.61
H  -2.73  4.58  4.19
H  -2.71  2.91  3.64
H  -4.98  4.34  4.98
H  -4.16  2.96  5.55
H  -4.01  1.03  3.36
H  -4.59  0.75  5.00
H  -5.55  0.23  3.67
H  -7.62  1.95  4.55
H  -6.51  2.12  5.94
H  -7.08  3.48  5.06
H  -4.77  1.33  1.03
H  -3.20  1.91  1.64
H  -3.81  2.46  0.06
H  -7.59  2.86  1.92

Here are the Mulliken charges for atoms 1 to 2, given in e:
1. C -0.438
2. C -0.060


(4)
Computed, not measured: a molecular structure, C32H30F5N12O3PdSe, with the ωB97M-V functional and the def2-TZVPD basis.

Computed properties:
Charge   -1
Kohn-Sham gap   0.1935 Ha
Relative energy (zero: lowest compared OMol25 entry of this formula, charge and spin)   15.1 kcal per mole
LUMO level   0.07662 Ha
E   -5148.97054 Ha
M   911.04 g/mol

Element x y z (Å)
Pd  0.47  0.45  -0.39
C  4.54  -1.96  -1.24
N  4.88  -1.27  0.00
C  4.20  -0.36  0.71
N  4.86  -0.07  1.81
C  5.96  -0.85  1.72
N  6.03  -1.60  0.64
C  5.22  -1.37  -2.46
C  6.51  -1.75  -2.81
C  7.13  -1.17  -3.91
C  6.46  -0.25  -4.69
C  5.14  0.09  -4.38
C  4.53  -0.46  -3.25
C  4.39  0.97  -5.27
N  4.81  1.66  -6.28
N  3.70  2.29  -6.81
C  2.69  1.92  -6.10
O  3.05  1.07  -5.11
C  1.28  2.26  -6.27
C  0.94  3.19  -7.25
C  -0.40  3.51  -7.44
C  -1.37  2.90  -6.67
C  -1.03  1.96  -5.70
C  -2.16  1.30  -4.94
N  -1.78  0.25  -4.02
C  -1.73  0.27  -2.68
N  -1.37  -0.92  -2.23
C  -1.19  -1.63  -3.36
N  -1.44  -0.98  -4.48
C  0.30  1.66  -5.48
H  3.46  -1.94  -1.36
H  4.86  -2.99  -1.10
H  3.27  0.12  0.36
H  6.74  -0.86  2.46
H  7.04  -2.46  -2.19
H  8.15  -1.44  -4.15
H  6.92  0.20  -5.56
H  3.53  -0.14  -2.98
H  1.71  3.64  -7.84
H  -0.68  4.24  -8.19
H  -2.42  3.14  -6.83
H  -2.84  0.84  -5.66
H  -2.72  2.04  -4.38
H  -1.92  1.14  -2.08
H  -0.85  -2.66  -3.37
H  0.59  0.96  -4.71
N  -0.49  -0.73  1.18
C  -1.83  -1.27  0.98
C  -2.25  -2.33  2.03
C  -2.26  -3.77  1.49
C  -3.59  -4.16  0.83
N  -4.05  -3.21  -0.16
C  -3.74  -3.34  -1.39
N  -2.91  -4.31  -1.92
N  -4.25  -2.47  -2.33
C  -2.84  -0.13  0.91
O  -4.08  -0.50  0.54
O  -2.59  1.01  1.18
H  0.16  -1.47  1.42
H  -0.47  -0.03  1.92
H  -1.82  -1.73  -0.01
H  -3.23  -2.10  2.46
H  -1.54  -2.26  2.86
H  -2.09  -4.47  2.31
H  -1.43  -3.91  0.79
H  -4.35  -4.20  1.61
H  -3.53  -5.18  0.43
H  -4.12  -1.49  0.34
H  -2.70  -5.10  -1.34
H  -3.04  -4.52  -2.89
H  -4.65  -1.65  -1.90
H  -3.61  -2.23  -3.07
F  1.38  7.76  -1.32
C  1.44  6.43  -1.47
C  2.18  5.86  -2.49
F  2.84  6.65  -3.34
C  2.22  4.48  -2.62
F  2.95  4.00  -3.64
C  1.55  3.61  -1.76
Se  1.68  1.74  -2.05
C  0.81  4.22  -0.75
F  0.11  3.50  0.12
C  0.75  5.60  -0.60
F  0.03  6.14  0.39

Here are the Mulliken charges for atoms 1 to 2, given in e:
1. Pd -0.386
2. C -1.433


(5)
Computed, not measured: a molecular structure, C12H13BrIrO2, with the ωB97M-V functional and the def2-TZVPD basis.

Computed properties:
Charge   -1
Kohn-Sham gap (spin up / spin down)   0.1882 / 0.0993 Ha
Relative energy (zero: lowest compared OMol25 entry of this formula, charge and spin)   9.8 kcal per mole
LUMO level (spin up / spin down)   0.08912 / 0.00710 Ha
E   -3293.68724 Ha
M   461.35 g/mol
Multiplicity   5

Element x y z (Å)
C  1.55  1.14  0.86
C  1.95  0.60  2.14
C  2.84  -0.51  1.91
H  1.61  0.94  3.11
C  3.13  -0.56  0.50
C  2.33  0.45  -0.16
H  2.34  0.68  -1.23
H  0.84  1.95  0.70
H  3.25  -1.19  2.67
H  3.86  -1.24  0.05
Ir  1.06  -0.88  0.90
Br  -0.58  -0.94  2.66
C  -2.69  1.58  -1.30
C  -1.65  1.97  -2.20
C  -0.90  3.01  -1.58
H  -1.47  1.57  -3.19
C  -1.50  3.30  -0.32
C  -2.58  2.39  -0.13
H  -3.20  2.32  0.76
H  -3.40  0.77  -1.44
H  0.06  3.39  -1.93
H  -1.25  4.14  0.34
C  -0.86  -4.19  -0.57
C  -0.82  -2.72  -0.25
O  -1.79  -2.01  -0.03
O  0.46  -2.31  -0.25
H  -1.75  -4.66  -0.16
H  0.05  -4.67  -0.20
H  -0.88  -4.31  -1.66

Here are the Mulliken charges for atoms 1 to 2, given in e:
1. C -0.293
2. C -0.521


(6)
Computed, not measured: C4H8NO2 in the gas phase, with the ωB97M-V functional and the def2-TZVPD basis.

Computed properties:
Charge   0
Kohn-Sham gap (spin up / spin down)   0.1679 / 0.3020 Ha
Relative energy (zero: lowest compared OMol25 entry of this formula, charge and spin)   61.0 kcal per mole
LUMO level (spin up / spin down)   0.01008 / 0.00561 Ha
E   -362.29600 Ha
M   102.11 g/mol
Multiplicity   2

Element x y z (Å)
O  1.52  -0.80  1.64
C  0.52  -1.10  0.89
C  -0.43  -0.09  0.39
C  -0.16  0.39  -1.07
C  -0.04  -0.77  -2.15
O  0.46  -1.80  -1.81
N  -0.17  1.06  1.43
H  0.30  -2.17  0.80
H  -1.47  -0.41  0.50
H  -0.95  1.12  -1.34
H  0.81  0.98  -1.10
H  -0.28  -0.43  -3.18
H  0.74  0.85  1.89
H  -0.06  1.90  0.88
H  -0.78  1.28  2.22

Here are the Mulliken charges for atoms 1 to 2, given in e:
1. O -0.752
2. C -0.297


The highest M belongs to which entry?
C53H117N7O7


Look up the M of the fourth one.
911.04 g/mol


Which of these has the highest E?
C4H8NO2